{"formula": "C32H64NO20P", "method": "ωB97M-V/def2-TZVPD", "symbols": ["H", "H", "H", "C", "H", "C", "C", "H", "H", "H", "H", "H", "O", "O", "H", "H", "C", "H", "C", "H", "H", "H", "C", "C", "H", "O", "C", "H", "H", "H", "H", "O", "H", "O", "C", "H", "H", "H", "H", "C", "O", "H", "H", "H", "O", "H", "H", "H", "H", "H", "O", "C", "C", "H", "C", "C", "C", "O", "H", "H", "C", "P", "C", "C", "O", "H", "C", "O", "C", "C", "O", "C", "H", "C", "H", "H", "C", "O", "C", "N", "C", "C", "H", "H", "O", "H", "C", "H", "C", "H", "O", "H", "H", "H", "H", "O", "O", "H", "C", "H", "O", "H", "H", "H", "C", "H", "O", "H", "H", "H", "O", "H", "H", "C", "H", "H", "H", "H"], "positions_angstrom": [[-12.35620, 3.74774, -5.30378], [-13.90650, 3.72472, -6.16578], [4.11854, 2.67331, -1.56421], [-1.02699, -2.38763, -4.53099], [5.48566, -3.39062, 0.99591], [1.94777, -4.54996, -2.13465], [2.46401, 1.58351, -2.69187], [-1.81460, -2.30950, -5.41958], [-2.00310, 1.59331, 2.65094], [-2.50851, -1.24072, -3.08728], [-10.38499, 5.65229, 0.40744], [-2.75354, 3.42156, 1.24488], [-4.22211, -0.40173, 1.96572], [-8.82424, 3.73610, 3.39104], [8.71371, 1.24027, 4.12874], [2.61880, -0.79498, -2.83047], [-13.67883, 2.27830, -0.83129], [1.69587, -9.55652, -4.47381], [-3.14716, 2.95516, 0.22499], [4.70931, -0.85418, 2.52159], [-5.22435, 2.35074, 0.94388], [0.99738, -4.56343, -1.59138], [0.38164, -0.55000, -1.44852], [9.29260, -3.18413, 7.39834], [4.49261, -0.62123, -1.72995], [8.79506, -0.27475, 5.50425], [-0.30167, 0.51912, -0.38331], [-0.50493, -3.43686, -4.56912], [-0.47461, -1.87632, 2.06043], [8.91682, -3.36721, 8.40876], [12.48674, 2.39866, 1.36922], [9.93352, -2.20276, 4.98925], [5.34454, -2.13283, -0.40084], [-12.63442, 3.95333, -2.64265], [1.80059, -6.80161, -2.74839], [2.06854, -3.56412, -2.59205], [-0.37056, -0.02236, 0.67814], [10.38566, -3.24158, 7.42188], [-0.52704, -3.80815, 1.75801], [-10.70896, 4.61898, 0.56828], [-10.35326, 4.17834, 1.87734], [1.42118, -0.86542, -1.01024], [-13.89085, 3.25186, -0.37758], [2.78757, -4.71830, -1.45272], [3.23927, -0.83070, 0.86218], [-11.79860, 4.58311, 0.48414], [8.87761, -3.94804, 6.73292], [4.80820, 1.75836, -3.06670], [11.75194, 0.91521, 0.73153], [5.67472, 0.65264, -1.00158], [0.52914, -0.01072, -2.81006], [4.26916, -1.53261, 1.64380], [-1.79366, -2.18785, -3.09322], [-0.94273, 3.05636, -0.34678], [-3.78051, 0.86113, 1.88919], [-7.45590, 3.67794, 3.78890], [-9.01833, 4.17262, 2.12094], [1.94452, -5.52248, -3.17797], [6.91879, 1.15751, 0.28096], [0.61714, -2.68190, 0.74554], [6.98337, 1.95719, 1.02582], [-0.64833, -2.19804, -1.56248], [4.02492, 1.66864, -2.20196], [-1.59245, -2.52633, 0.06739], [10.44848, 2.47364, 1.18562], [-14.23847, 1.51473, -0.28408], [9.14177, 0.23818, 4.21944], [-2.93660, 1.38166, 2.99088], [1.67108, -9.00081, -3.53242], [9.30081, 1.75366, 1.26255], [3.72510, 1.58562, 0.97032], [9.26615, -1.52280, 5.75288], [-7.00187, 4.67363, 3.75674], [-1.88763, 2.45446, -0.70744], [10.22872, 0.31746, 4.11586], [0.70966, -9.19218, -3.04496], [-4.22877, 1.78423, 0.60740], [8.26414, 2.58310, 0.98199], [-0.44938, -2.74954, 1.26383], [-1.69933, 0.95472, -0.76857], [1.96574, 0.10547, -3.19293], [11.63077, 1.72420, 1.45918], [-7.41877, 3.31630, 4.82016], [-12.61251, 2.04060, -0.76054], [-8.14445, 4.50266, 1.33464], [-4.52509, 1.17492, -0.35379], [3.78856, 0.42563, 0.25960], [6.22973, 2.71225, 0.78592], [-13.49270, 3.15743, -2.99017], [-6.89989, 2.97697, 3.15804], [9.21581, 0.56680, 1.53644], [6.48789, -1.79507, 1.15720], [1.72198, 2.06349, -1.88920], [-0.20098, -1.58724, -4.76628], [11.60968, 1.32881, 2.47986], [1.67971, -7.15876, -1.58705], [1.81442, -7.61444, -3.83488], [-10.28298, 3.95551, -0.19132], [4.51707, 0.45560, -1.21612], [3.70811, -2.42039, 2.21122], [-13.99496, 3.02365, -4.24364], [2.37452, 2.30251, -3.64060], [-2.10620, 2.84171, -1.81535], [-2.00394, 0.55644, -1.69153], [5.46605, -2.22132, 0.75988], [-13.63447, 4.95889, -4.92086], [-14.11087, 2.25213, -2.19033], [0.46621, 1.39634, -0.23767], [1.98521, 0.06675, -4.38263], [-2.25921, -1.61610, 0.43752], [8.86596, -1.88322, 6.99843], [2.49970, -9.34704, -2.90634], [6.77655, 1.57106, 2.02916], [-13.43240, 3.91977, -5.19996], [8.72080, -0.38897, 3.42695], [-2.28077, -3.47463, 0.06245], [-2.52371, -3.12162, -2.96741], [-3.76338, 3.80069, -0.34925]], "forces_ev_per_angstrom": [[-0.175, 0.144, 0.145], [-0.067, -0.179, 0.345], [-0.109, -2.207, -1.392], [0.010, 0.120, -0.407], [-0.076, 2.586, -0.515], [0.028, 0.242, 0.513], [0.416, 0.659, -0.929], [1.601, -0.309, 1.994], [-2.099, -0.335, 0.340], [1.425, -1.874, -0.370], [0.080, -0.258, -0.035], [-0.847, -0.896, -2.200], [2.772, 8.107, -0.112], [-0.346, 0.329, -0.985], [-0.050, -0.217, 0.309], [-1.387, 1.688, -0.334], [0.138, -0.034, 0.496], [0.029, 0.383, 0.049], [-0.527, 0.182, 0.442], [-0.963, -1.170, -2.173], [2.132, -1.259, -0.519], [0.353, 0.001, -0.109], [-0.783, 0.853, 1.352], [0.137, -0.455, 0.167], [-0.244, 2.463, 1.189], [0.321, -1.003, 0.599], [0.920, -0.896, 0.342], [-1.093, 1.966, 0.123], [-0.145, -2.008, -1.551], [-0.049, 0.317, -0.219], [-0.384, 0.078, -0.042], [-0.945, 0.949, 1.118], [0.234, 0.096, 2.360], [-1.187, -1.104, -0.452], [-0.048, 0.060, 0.465], [-0.136, -0.337, -0.155], [0.361, 0.953, -2.276], [-0.207, -0.042, -0.171], [0.041, 2.176, -0.864], [-0.178, 0.158, -0.537], [1.079, -0.083, 0.445], [-1.922, 0.612, -0.758], [0.170, -0.125, -0.132], [-0.156, -0.116, -0.020], [2.468, 2.592, -1.217], [0.239, -0.088, 0.265], [0.219, 0.156, 0.024], [-1.676, -0.378, 1.480], [-0.114, 0.047, 0.246], [-2.679, -0.464, -0.313], [1.857, -0.979, 1.219], [0.483, -1.470, 1.438], [-1.672, 0.437, -0.498], [-1.660, -1.544, -0.702], [-1.505, -6.010, -0.192], [0.498, -0.023, 0.191], [0.236, 0.099, -0.251], [-0.032, -1.253, 0.052], [0.204, 0.063, 0.358], [-2.040, -0.249, 1.183], [-0.508, -0.064, 0.067], [0.537, -1.369, -0.512], [-0.146, 0.701, 1.236], [-0.728, 1.031, 2.119], [-1.087, -0.447, 0.045], [-0.017, 0.102, -0.374], [-0.038, -0.063, -0.406], [-0.305, -0.733, -3.198], [-0.055, -0.488, 0.081], [0.003, -0.163, -0.062], [0.252, -7.751, -4.585], [0.225, -0.122, -0.362], [-0.041, -0.210, -0.158], [-0.762, 1.177, -1.196], [-0.210, -0.207, -0.049], [0.256, 0.061, 0.064], [-0.145, 1.196, 0.503], [1.054, -0.593, 0.212], [0.806, 0.354, -0.725], [1.322, 1.035, -0.113], [-0.429, 0.872, -0.868], [0.497, -0.268, 0.080], [-0.305, 0.050, -0.236], [-0.157, 0.199, -0.024], [-1.198, -0.480, 1.102], [0.819, 0.734, 2.344], [-0.179, 5.044, 3.603], [0.337, -0.021, 0.051], [0.250, 0.229, 0.091], [-0.066, 0.236, 0.024], [0.155, 1.720, -0.770], [-1.906, -0.777, -1.199], [1.755, -1.463, -1.627], [-1.691, -1.450, 0.784], [-0.051, -0.059, -0.262], [0.188, 0.467, -1.676], [0.009, 0.714, 0.668], [0.027, 0.239, 0.123], [0.672, -0.718, 0.093], [0.919, 2.150, -1.437], [0.288, -0.040, 1.090], [0.166, -1.491, 2.102], [0.454, -0.708, 2.352], [0.775, 0.762, 1.296], [0.303, -0.748, 0.780], [0.182, -0.193, 0.038], [0.392, 0.671, -0.787], [-1.672, -1.360, -0.364], [-0.109, 0.103, 2.592], [1.170, -1.904, -0.941], [0.206, 0.417, -0.895], [-0.246, 0.103, 0.027], [0.059, -0.067, -0.231], [0.199, 0.329, -0.388], [0.307, 0.102, 0.356], [1.401, 1.847, -0.525], [1.618, 1.955, -0.065], [1.502, -1.801, 1.293]], "homo_energy_ev": -7.56, "spin_multiplicity": 1, "e_tot_ev": -85939.9490, "molar_mass_g_mol": 813.83}